(one)
9
Properties=species:S:1:pos:R:3 method="wB97M-V/def2-TZVPD" total_charge=-1 homo_lumo_gap_ev="4.80 / 4.80" e_lumo_ev="3.83 / 3.83"
C -0.692 0.242 -1.959
C 0.490 -0.452 0.945
N -0.601 1.496 1.475
N -0.438 0.637 0.606
O -1.127 -0.823 -1.806
O -0.149 1.077 -2.562
H 1.510 -0.182 0.611
H 0.270 -1.466 0.610
H 0.738 -0.529 2.081



(two)
9
Properties=species:S:1:pos:R:3 method="wB97M-V/def2-TZVPD" total_charge=-1 homo_lumo_gap_ev="6.49 / 7.03" e_lumo_ev="4.42 / 4.51"
O -1.492 -1.607 2.980
N -0.505 -0.941 2.556
N -0.790 -0.681 1.048
C 0.138 -0.122 0.216
C 1.483 0.171 0.398
O 2.391 -0.282 1.074
H -1.616 -1.254 0.879
H -0.122 0.231 -0.762
H 1.870 0.957 -0.439



Which one sits at the top of the stability order? (one) does.



(one)
7
Properties=species:S:1:pos:R:3 method="wB97M-V/def2-TZVPD" total_charge=-1 homo_lumo_gap_ev=7.66 e_lumo_ev=3.96
C -0.414 0.500 0.268
C 0.362 0.969 1.220
O -1.032 -1.230 -1.865
O 0.967 1.457 2.129
O 1.309 -1.457 -0.802
S 0.260 -0.583 -1.366
H -1.452 0.345 0.417



(two)
7
Properties=species:S:1:pos:R:3 method="wB97M-V/def2-TZVPD" total_charge=-1 homo_lumo_gap_ev=7.95 e_lumo_ev=3.42
C -0.385 0.733 0.350
C 2.489 0.590 0.012
O 0.642 1.301 -0.070
O 3.084 1.567 0.005
O -1.570 1.180 0.400
S 2.251 -0.991 0.214
H -0.358 -0.207 0.889



Which one sits at the top of the stability order? (two) does.



(one)
13
Properties=species:S:1:pos:R:3 method="wB97M-V/def2-TZVPD" homo_lumo_gap_ev=8.73 e_lumo_ev=-0.62
C 0.302 0.640 1.993
C 0.345 -0.286 -0.053
H 0.381 1.717 1.095
H 1.150 0.187 2.563
H -0.687 0.692 2.650
H -0.199 -0.337 -3.174
H -1.586 -1.323 0.203
N -0.258 -0.402 1.107
N 1.224 0.762 -0.518
N 1.067 0.806 -1.815
N 0.020 -0.006 -2.064
N -0.227 -1.099 -1.187
O -1.533 -1.351 -0.800



(two)
13
Properties=species:S:1:pos:R:3 method="wB97M-V/def2-TZVPD" homo_lumo_gap_ev=9.25 e_lumo_ev=-0.36
C 0.072 -1.633 1.615
C 0.026 0.963 -0.808
H 0.875 -1.446 2.438
H -1.198 -1.894 1.993
H 0.235 -2.439 0.775
H 1.542 1.744 -1.616
H 1.478 -1.787 -0.785
N -0.083 -0.345 1.023
N -1.286 0.344 0.891
N -1.323 1.097 -0.199
N 0.542 1.908 -1.486
N 0.843 -0.154 -0.092
O 0.703 -1.264 -1.076



Which one sits at the top of the stability order? (two) does.